Entry 1:
ORCA calculation (the ωB97M-V functional and the def2-TZVPD basis) on a molecular structure, C38H33BaCl5N6O3S3 at a distorted geometry.

Computed properties:
2S+1   1
LUMO level   -1.041 eV
Total charge   0
Frontier orbital gap   5.961 eV

Each line ends with the Löwdin charge.
Atoms and positions in Å:
Ba  -0.4500  -1.4116  -0.0250  1.616
C  -3.2292  1.6054  -1.1767  -0.043
C  -2.8645  1.8205  0.2405  -0.282
C  -2.3796  2.8903  0.8566  -0.002
C  -1.7611  2.8545  2.1166  -0.124
C  -1.2251  3.9309  2.7741  -0.019
N  -0.9795  5.2165  2.4461  0.046
C  -1.0767  5.7964  1.1618  -0.193
C  -0.2415  5.2084  0.0297  -0.192
C  1.2051  4.7585  0.2042  -0.144
N  1.2611  3.4508  0.9083  0.102
C  1.9456  3.3712  2.0452  -0.012
C  2.2348  2.2197  2.7670  -0.111
C  3.1645  2.2488  3.8453  0.016
C  3.6797  1.1183  4.4484  -0.287
C  4.5281  1.2156  5.6423  -0.066
C  3.2608  -0.1309  3.9534  0.023
C  2.4645  -0.2409  2.8605  -0.131
C  2.0767  -1.5594  2.2660  -0.143
N  1.1427  -2.3217  2.6948  0.033
C  0.5783  -1.9556  3.9713  -0.248
C  -0.4986  -2.9831  4.4228  -0.124
C  -1.6898  -3.0536  3.3585  -0.205
N  -1.7506  -1.8945  2.5199  -0.082
C  -2.2353  -0.7937  2.9637  -0.127
C  -2.2398  0.4565  2.2526  -0.161
C  -2.8306  0.6421  1.0264  -0.022
C  -1.7505  1.6443  2.9527  -0.359
O  -1.3401  1.5834  4.0949  0.045
C  1.8438  0.9109  2.2723  -0.318
O  0.9914  0.7760  1.3622  -0.104
H  -4.3245  1.6229  -1.4062  0.103
H  -2.7574  2.3625  -1.8661  0.083
H  -2.7872  0.7177  -1.6464  0.069
H  -2.4170  3.7913  0.2007  0.120
H  -0.9716  3.6525  3.7904  0.138
H  -0.5507  5.7700  3.1731  0.149
H  -2.1139  5.8820  0.7840  0.135
H  -0.7729  6.8081  1.3027  0.114
H  -0.8444  4.4978  -0.5347  0.036
H  -0.0686  6.0023  -0.6933  0.119
H  1.6922  4.6454  -0.7723  0.087
H  1.7594  5.4839  0.7083  0.102
H  0.8390  2.6022  0.5749  0.118
H  2.4383  4.2952  2.3335  0.141
H  3.4974  3.1982  4.1450  0.102
H  3.9474  1.2139  6.5655  0.086
H  5.3122  0.4552  5.7582  0.083
H  5.0911  2.1748  5.4647  0.097
H  3.6508  -1.0023  4.4872  0.137
H  2.4677  -1.9138  1.3259  0.098
H  1.3404  -1.9897  4.7402  0.112
H  0.1013  -0.9370  3.9757  0.127
H  0.0224  -3.9507  4.5545  0.113
H  -0.8554  -2.5592  5.3560  0.099
H  -1.5931  -3.8862  2.6588  0.105
H  -2.6619  -3.1720  3.8581  0.115
H  -2.6114  -0.6881  4.0232  0.164
H  -3.2489  -0.2411  0.5226  0.110
Cl  5.1730  1.9385  -4.3035  0.656
C  3.7170  1.6078  -3.4350  -0.722
C  3.4679  0.2653  -3.0726  -0.693
Cl  4.6162  -0.9113  -3.5750  0.680
C  2.2030  -0.1132  -2.5371  -0.591
Cl  2.0809  -1.7433  -2.0025  0.650
C  1.1755  0.8057  -2.2382  -0.519
O  0.1036  0.5096  -1.5914  -0.389
C  1.4753  2.1414  -2.6987  -0.562
Cl  0.1479  3.2682  -2.5681  0.758
C  2.7048  2.5421  -3.1982  -0.698
Cl  2.9872  4.2054  -3.5876  0.674
S  -1.2881  -2.3852  -6.7299  0.601
C  -1.6033  -3.0116  -5.2526  -1.080
S  -1.5659  -2.0540  -3.7482  0.907
C  -2.2293  -3.3571  -2.8299  -1.219
N  -2.4187  -4.4352  -3.5425  0.008
N  -2.0383  -4.2344  -4.8796  -0.147
C  -2.0586  -5.4036  -5.7138  -0.225
C  -1.7185  -6.5254  -5.0693  -0.021
C  -1.5443  -7.7726  -5.7343  -0.048
C  -1.8965  -7.7599  -7.0537  -0.101
C  -2.3449  -6.6029  -7.6862  -0.078
C  -2.3388  -5.3826  -7.0683  -0.041
S  -2.7897  -3.0256  -1.2572  0.327
H  -1.5227  -6.3692  -4.0122  0.108
H  -1.0983  -8.6062  -5.2799  0.086
H  -1.8104  -8.6652  -7.6176  0.095
H  -2.5501  -6.6464  -8.7104  0.088
H  -2.4513  -4.4885  -7.6473  0.051

---

Entry 2:
ORCA calculation (the ωB97M-V functional and the def2-TZVPD basis) on 8 unconnected molecules or ions with the total composition C25H39BClO25S2.

Computed properties:
2S+1   1
LUMO level   -2.621 eV
Total charge   +1
Frontier orbital gap   9.387 eV

Each line ends with the Löwdin charge.
Atoms and positions in Å:
O  1.8485  3.4555  1.3802  -0.364
S  2.7254  4.4537  0.8493  0.355
O  4.0360  4.6416  1.3661  -0.291
Cl  1.7547  6.2517  1.0490  0.454
C  2.7470  4.3824  -0.9125  -0.285
C  1.4037  4.1614  -1.6183  -0.193
C  0.7232  2.7994  -1.3719  -0.223
C  -0.6984  2.7459  -0.8054  -0.329
S  -1.0061  3.9210  0.5740  1.164
B  -2.2393  5.2197  -0.1841  -0.809
O  -1.6719  6.3619  -0.5935  0.188
O  -3.5363  4.9507  -0.3391  0.199
H  3.4595  3.5912  -1.1642  0.127
H  3.1885  5.3394  -1.1996  0.108
H  0.7462  5.0223  -1.4584  0.088
H  1.6618  4.1897  -2.6802  0.127
H  0.6251  2.3257  -2.3515  0.107
H  1.3679  2.1414  -0.7970  0.101
H  -1.4774  2.8994  -1.5483  0.081
H  -0.8933  1.7700  -0.3592  0.109
H  -1.8092  3.1953  1.3663  0.020
H  -0.7572  6.5199  -0.3300  0.069
H  -3.8662  4.1493  0.0855  0.105
C  -6.5021  3.1261  -3.0163  -0.084
C  -5.5974  2.4851  -4.0559  -0.084
O  -4.3309  2.4592  -3.3693  0.081
C  -4.5648  2.4943  -2.0543  -0.575
O  -3.7247  2.3215  -1.2147  0.118
O  -5.8484  2.7558  -1.7871  0.078
H  -7.5186  2.7465  -3.0134  0.138
H  -6.5120  4.2139  -3.0826  0.137
H  -5.8816  1.4585  -4.2851  0.138
H  -5.4989  3.0550  -4.9740  0.137
C  3.2381  -1.6465  -3.0918  -0.087
C  2.4619  -1.1581  -1.8809  -0.083
O  2.3088  0.2447  -2.1850  0.031
C  2.4202  0.4136  -3.5182  -0.582
O  2.1745  1.4436  -4.0701  0.146
O  2.8338  -0.7135  -4.1111  0.080
H  2.9756  -2.6546  -3.3978  0.123
H  4.3182  -1.5636  -2.9659  0.134
H  1.4734  -1.6083  -1.8151  0.101
H  2.9929  -1.2735  -0.9403  0.137
C  1.9201  6.1044  5.2059  -0.104
C  1.3632  4.9273  4.4310  -0.134
O  0.6922  4.1762  5.4453  0.060
C  0.3860  5.0136  6.4693  -0.571
O  -0.3172  4.7341  7.3813  0.172
O  0.9882  6.2116  6.2906  0.061
H  1.9447  7.0278  4.6380  0.106
H  2.9130  5.9047  5.6098  0.144
H  0.6249  5.2423  3.6888  0.105
H  2.1182  4.3105  3.9515  0.118
C  1.0362  -5.9297  -2.9874  -0.094
C  -0.3454  -5.9019  -3.6086  -0.094
O  -0.9808  -4.8362  -2.8809  0.077
C  -0.0318  -4.0233  -2.3975  -0.576
O  -0.2375  -2.9585  -1.8966  0.136
O  1.1958  -4.5595  -2.5558  0.046
H  1.8293  -6.1861  -3.6833  0.138
H  1.0834  -6.5794  -2.1171  0.109
H  -0.3282  -5.6289  -4.6643  0.136
H  -0.8983  -6.8252  -3.4699  0.123
C  1.7349  10.4557  6.9049  -0.100
C  2.9744  9.7767  7.4622  -0.097
O  3.3544  8.9169  6.3778  0.055
C  2.8434  9.4136  5.2345  -0.592
O  3.1016  9.0024  4.1460  0.141
O  1.9796  10.4144  5.4904  0.066
H  1.6120  11.4869  7.2215  0.133
H  0.8252  9.8919  7.1143  0.134
H  3.7883  10.4784  7.6472  0.134
H  2.7915  9.1800  8.3504  0.135
C  1.4320  -11.3466  -0.2015  -0.091
C  2.5729  -10.3422  -0.1976  -0.093
O  2.1437  -9.3975  -1.1939  0.069
C  0.8080  -9.4811  -1.3133  -0.567
O  0.1326  -8.7246  -1.9434  0.141
O  0.3268  -10.5337  -0.6313  0.056
H  1.2114  -11.7732  0.7719  0.136
H  1.5768  -12.1433  -0.9311  0.137
H  2.6655  -9.8191  0.7544  0.135
H  3.5333  -10.7584  -0.4847  0.136
C  -3.1526  -10.0126  -1.7715  -0.113
C  -3.1508  -10.7910  -0.4681  -0.119
O  -4.3253  -11.5951  -0.5918  0.059
C  -4.6185  -11.7340  -1.9085  -0.571
O  -5.4331  -12.4736  -2.3471  0.173
O  -3.8435  -10.9056  -2.6498  0.059
H  -2.1602  -9.8018  -2.1594  0.108
H  -3.7232  -9.0847  -1.6969  0.134
H  -2.2820  -11.4451  -0.3814  0.120
H  -3.2254  -10.1657  0.4174  0.132

---

Entry 3:
ORCA calculation (the ωB97M-V functional and the def2-TZVPD basis) on 3 unconnected molecules or ions with the total composition C5H9O3 at a distorted geometry.

Computed properties:
2S+1   1
LUMO level   0.316 eV
Total charge   -1
Frontier orbital gap   4.490 eV

Each line ends with the Löwdin charge.
Atoms and positions in Å:
O  0.1758  3.1924  -0.6467  -0.201
C  -0.3665  2.0097  -0.8464  -0.453
O  0.8570  -2.3853  -1.6643  -0.444
C  0.3154  0.7854  -0.0096  -0.089
C  -0.6535  -0.2501  0.1999  -0.137
C  -0.3758  -1.7121  0.7184  0.163
C  -1.2330  -1.1761  -0.4974  0.109
O  0.5736  -0.1972  2.7088  -0.454
H  1.1440  0.4197  -0.6273  0.139
H  -1.4156  2.0663  -0.4659  0.097
H  0.0358  -1.5290  1.7600  0.084
H  0.0954  0.0161  3.5266  -0.100
H  1.5056  -2.7652  -2.2799  -0.111
H  -0.3633  1.6609  -1.8940  0.094
H  0.0139  -2.5396  0.0954  0.081
H  -1.0539  -1.3768  -1.5538  0.117
H  0.7094  1.2118  0.9117  0.106

---

Entry 4:
ORCA calculation (the ωB97M-V functional and the def2-TZVPD basis) on a single C4H5IS molecule at a distorted geometry.

Computed properties:
2S+1   1
LUMO level (alpha / beta)   -0.680 / -0.680 eV
Total charge   0
Frontier orbital gap (alpha / beta)   8.139 / 8.139 eV
SMILES string   S=C[C@@H]1C[C@H]1I

Each line ends with the Löwdin charge.
Atoms and positions in Å:
S  -2.9341  -0.8488  1.8475  0.593
C  -1.6430  -0.0553  1.0848  -0.590
C  -1.0070  -0.0157  -0.2871  -0.327
C  0.3999  -0.4668  -0.3375  -0.247
C  0.2688  0.9314  -0.8353  -0.649
I  0.2983  1.5158  -2.9023  0.770
H  -0.8332  0.2141  1.6988  0.018
H  -1.5426  -0.4226  -1.2231  0.137
H  1.0807  -0.6503  0.5037  0.123
H  0.5422  -1.2975  -1.0035  0.103
H  0.4393  1.7295  -0.1068  0.070

---

Entry 5:
ORCA calculation (the ωB97M-V functional and the def2-TZVPD basis) on 5 unconnected molecules or ions with the total composition C22H37F3N6O4P at a distorted geometry.

Computed properties:
2S+1   1
LUMO level   -3.129 eV
Total charge   +1
Frontier orbital gap   9.703 eV

Each line ends with the Löwdin charge.
Atoms and positions in Å:
C  3.5494  1.1247  -3.1345  -0.006
C  2.2816  0.7945  -3.8559  -0.204
N  1.8812  -0.4688  -4.2354  0.187
C  0.7205  -0.4010  -4.8568  -0.018
N  0.3416  0.8491  -4.9035  0.027
C  -0.8528  1.4424  -5.5167  -0.094
O  -1.5808  2.1998  -4.5913  0.077
C  -2.4585  1.4878  -3.8118  -0.702
F  -2.2999  1.8834  -2.5447  0.177
F  -2.2471  0.1683  -3.8401  0.165
F  -3.7019  1.7670  -4.1432  0.213
C  1.3144  1.6390  -4.2878  -0.125
P  1.2465  3.4420  -4.1597  0.469
O  0.7552  4.0205  -5.3963  -0.212
O  2.7022  4.0088  -3.8231  -0.082
O  0.2710  3.8717  -2.9572  -0.087
H  3.3090  1.4464  -2.1224  0.092
H  4.2469  0.2917  -3.1363  0.044
H  4.0046  1.9442  -3.6890  0.088
H  2.4474  -1.2869  -4.0541  0.195
H  0.1743  -1.2389  -5.2595  0.179
H  -1.4484  0.7051  -6.0540  0.161
H  -0.5002  2.1429  -6.2737  0.150
H  2.7008  4.5161  -2.9997  0.103
H  0.7249  3.7986  -2.1038  0.095
C  5.1999  1.7271  1.3159  -0.103
C  5.2169  0.2894  1.8191  -0.299
C  6.1125  -0.6282  0.9736  -0.173
C  5.6359  -0.7706  -0.3988  -0.203
N  5.2629  -0.8752  -1.4798  0.142
H  4.7883  1.7930  0.3043  0.052
H  4.5802  2.3435  1.9676  0.071
H  6.2052  2.1529  1.3032  0.079
H  4.2046  -0.0958  1.8412  0.073
H  5.5809  0.2797  2.8399  0.086
H  6.1503  -1.6180  1.4322  0.124
H  7.1356  -0.2468  0.9632  0.125
C  1.8110  -3.1294  4.8545  -0.105
C  1.1056  -1.9101  5.4338  -0.283
C  1.0893  -0.7193  4.4756  -0.199
C  2.4324  -0.2147  4.1929  -0.184
N  3.4877  0.1830  3.9715  0.169
H  2.8651  -2.9248  4.6528  0.068
H  1.7654  -3.9614  5.5566  0.075
H  1.3376  -3.4469  3.9230  0.075
H  1.5843  -1.6303  6.3760  0.115
H  0.0782  -2.1792  5.6665  0.051
H  0.4984  0.0904  4.9093  0.115
H  0.5974  -1.0036  3.5432  0.109
C  -3.0828  1.0649  3.2427  -0.117
C  -4.0649  0.2811  4.1039  -0.265
C  -3.3957  -0.4206  5.2901  -0.177
C  -2.4405  -1.4464  4.8744  -0.191
N  -1.6859  -2.2476  4.5455  0.172
H  -2.3388  0.4064  2.7888  0.064
H  -3.6112  1.5725  2.4357  0.067
H  -2.5588  1.8212  3.8324  0.072
H  -4.5868  -0.4465  3.4822  0.076
H  -4.8200  0.9671  4.4920  0.111
H  -4.1622  -0.8904  5.9089  0.122
H  -2.8872  0.3120  5.9209  0.121
C  -4.7354  -3.3340  -1.9972  -0.107
C  -5.7576  -2.2218  -2.2036  -0.257
C  -5.3307  -0.8922  -1.5742  -0.188
C  -5.2242  -0.9765  -0.1187  -0.211
N  -5.1374  -1.0451  1.0232  0.175
H  -4.5995  -3.5592  -0.9384  0.075
H  -5.0662  -4.2483  -2.4893  0.075
H  -3.7647  -3.0573  -2.4158  0.069
H  -6.7207  -2.5341  -1.7971  0.115
H  -5.9008  -2.0669  -3.2749  0.108
H  -6.0611  -0.1211  -1.8271  0.122
H  -4.3741  -0.5700  -1.9911  0.100

---

Entry 6:
ORCA calculation (the ωB97M-V functional and the def2-TZVPD basis) on a single C25H22N2O2S molecule.

Computed properties:
2S+1   1
LUMO level   0.264 eV
Total charge   0
Frontier orbital gap   8.412 eV
SMILES string   COc1cccc(NC(=O)CSc2nc3ccccc3cc2Cc2ccccc2)c1

Each line ends with the Löwdin charge.
Atoms and positions in Å:
C  -2.8633  -2.0078  2.8914  -0.081
O  -4.0310  -1.9521  2.1056  -0.078
C  -4.1929  -0.9000  1.2609  -0.267
C  -5.3667  -0.8984  0.5050  -0.018
C  -5.6114  0.1291  -0.3817  -0.085
C  -4.7021  1.1608  -0.5330  -0.055
C  -3.5315  1.1631  0.2199  -0.239
N  -2.6270  2.2116  0.0152  0.125
C  -1.4115  2.4111  0.5943  -0.564
O  -0.9757  1.7990  1.5415  0.055
C  -0.6757  3.6074  -0.0072  -0.362
S  1.1053  3.2748  -0.0443  1.011
C  1.0579  1.6693  -0.7571  -0.509
N  -0.1122  1.2591  -1.1612  0.100
C  -0.2414  0.0114  -1.6566  -0.195
C  -1.5080  -0.4399  -2.0737  -0.004
C  -1.6573  -1.7126  -2.5535  -0.071
C  -0.5572  -2.5772  -2.6483  -0.084
C  0.6873  -2.1586  -2.2619  -0.035
C  0.8755  -0.8592  -1.7579  -0.140
C  2.1298  -0.3646  -1.3376  0.057
C  2.2490  0.9027  -0.8352  -0.202
C  3.5665  1.4619  -0.3773  -0.126
C  4.3830  0.4260  0.3450  -0.245
C  5.5959  -0.0208  -0.1590  -0.047
C  6.3230  -0.9891  0.5129  -0.087
C  5.8412  -1.5232  1.6948  -0.095
C  4.6299  -1.0835  2.2040  -0.079
C  3.9060  -0.1154  1.5336  -0.033
C  -3.2770  0.1346  1.1196  0.049
H  -2.7908  -1.1479  3.5640  0.099
H  -2.9483  -2.9207  3.4790  0.092
H  -1.9639  -2.0572  2.2698  0.098
H  -6.0647  -1.7100  0.6316  0.113
H  -6.5194  0.1278  -0.9659  0.104
H  -4.8965  1.9602  -1.2342  0.106
H  -2.8734  2.8197  -0.7530  0.140
H  -1.0058  3.8359  -1.0198  0.077
H  -0.7943  4.4801  0.6366  0.087
H  -2.3503  0.2285  -1.9985  0.100
H  -2.6322  -2.0592  -2.8631  0.105
H  -0.7003  -3.5771  -3.0307  0.101
H  1.5421  -2.8163  -2.3341  0.112
H  2.9988  -1.0051  -1.4053  0.132
H  4.1165  1.8360  -1.2457  0.129
H  3.3768  2.3115  0.2851  0.079
H  5.9765  0.3913  -1.0834  0.110
H  7.2668  -1.3278  0.1104  0.101
H  6.4072  -2.2795  2.2184  0.099
H  4.2497  -1.4969  3.1267  0.103
H  2.9604  0.2270  1.9290  0.124
H  -2.3631  0.1603  1.6850  0.092

---

- Look up the total charge of the fourth one.
  0